C2H5FN2 in the gas phase in a non-equilibrium geometry. Source: the OMol25 dataset; level of theory: the ωB97M-V functional and the def2-TZVPD basis.

Properties
Total energy in hartree: -288.50706
Frontier orbital gap in eV: 10.1
HOMO level in eV: -8.99
2S+1: 1
Energy relative to the best compared isomer or geometry (same formula, charge and spin) in eV: 1.6786

The geometry in XYZ format:
```
10
Properties=species:S:1:pos:R:3:forces:R:3:mulliken_charge:R:1
N 1.9997 -0.4841 0.1587 0.7 -2.6 -0.6 -0.465
N 0.6478 -0.7036 -0.0637 0.4 0.1 0.4 -0.160
C -0.0969 0.3175 -0.0240 0.6 0.2 0.7 -0.061
C -1.5668 0.1406 0.0171 -1.8 5.3 0.6 -0.238
F -2.0394 -1.0610 0.0561 -0.5 -3.6 0.3 -0.252
H 2.3065 0.3941 -0.2297 0.5 0.0 -0.2 0.232
H 2.5659 -1.3682 -0.1365 -1.4 2.6 0.5 0.269
H 0.3254 1.3528 0.1538 -0.6 -0.9 -0.3 0.285
H -2.0716 0.6424 -0.8324 0.5 0.0 -0.1 0.211
H -2.0707 0.7695 0.9007 1.5 -1.2 -1.2 0.179
```
Positions in Å, forces in eV/Å.